Model i:
4
Properties=species:S:1:pos:R:3:lowdin_charge:R:1 method="wB97M-V/def2-TZVPD" e_lumo_ha=0.1332 gap_ev=6.969 charge=-1 homo_ev=-3.3444 multiplicity=1
H 1.5082 1.0302 0.2696 0.04
I -2.9982 -2.2791 0.8733 -0.99
H 0.3871 0.2910 -0.5187 0.05
O 1.1029 0.9579 -0.6242 -0.10

Model ii:
4
Properties=species:S:1:pos:R:3:lowdin_charge:R:1 method="wB97M-V/def2-TZVPD" e_lumo_ha=0.1447 gap_ev=7.473 charge=-1 homo_ev=-3.5367 multiplicity=1
O -2.1421 -0.1515 2.9532 -0.17
H -1.3664 -0.2399 2.3543 -0.14
I 0.0000 0.0000 0.0000 -0.72
H -2.7410 -0.8878 2.6936 0.03

Short version: model ii, model i, most stable first.

Model i:
9
Properties=species:S:1:pos:R:3:lowdin_charge:R:1 method="wB97M-V/def2-TZVPD" e_lumo_ha=-0.0436 gap_ev=9.905 smiles="O=c1cc(F)nno1" homo_ev=-11.0912 multiplicity=1
C 0.0035 0.2367 1.1154 -0.32
N 1.2102 -1.4632 0.1834 0.09
O 0.6967 -1.0866 -1.0475 0.04
C -0.5443 0.6768 -0.0251 0.11
N 0.8761 -0.8362 1.2014 0.11
C -0.1851 -0.0245 -1.2490 -0.46
H -1.2630 1.5146 -0.0989 0.15
O -0.5553 0.1980 -2.3614 0.14
F -0.2389 0.7844 2.2817 0.14

Model ii:
9
Properties=species:S:1:pos:R:3:lowdin_charge:R:1 method="wB97M-V/def2-TZVPD" e_lumo_ha=-0.0443 gap_ev=9.208 homo_ev=-10.4132 multiplicity=1
O -0.9995 0.3997 -0.8706 0.02
C 0.1528 -1.0449 -0.2731 -0.16
H -0.3759 -1.3067 0.7172 0.22
O 1.3109 -0.3758 -0.3800 0.14
C 1.7550 0.6112 0.2979 -0.29
F 0.0933 -1.9681 -1.1211 0.24
C -1.7037 0.8937 0.0246 -0.52
N 2.2158 1.5365 0.7750 0.22
N -2.4486 1.2544 0.8301 0.13

Short version: model i, model ii, most stable first.

Model i:
17
Properties=species:S:1:pos:R:3:lowdin_charge:R:1 method="wB97M-V/def2-TZVPD" e_lumo_ha=0.0366 gap_ev=9.883 smiles=C[C@]1(F)C[C@@H](N)C1 homo_ev=-8.8869 multiplicity=1
H -0.3342 -1.4107 -1.2438 0.10
C 1.2955 -0.5001 -0.1553 -0.33
H -2.7970 0.0931 -1.0602 0.13
C 0.3126 -0.4037 1.1488 -0.02
H 2.2526 -1.2384 -0.4566 0.17
C -2.2812 -0.0249 0.0306 -0.05
C 0.1170 -0.4691 -1.0861 -0.09
H -2.2070 -1.0478 0.5951 0.10
H 3.2833 0.7030 -0.3727 0.13
N 2.2353 0.6627 0.0653 -0.05
H -0.1146 0.2222 -1.8210 0.09
H -0.0510 -1.1797 1.8497 0.10
H -2.8999 0.7178 0.7187 0.10
F -0.5066 1.6363 -0.0911 -0.09
C -0.7603 0.1932 0.0685 -0.44
H 1.8014 1.5850 0.0564 0.04
H 0.6538 0.4610 1.7537 0.10

Model ii:
17
Properties=species:S:1:pos:R:3:lowdin_charge:R:1 method="wB97M-V/def2-TZVPD" e_lumo_ha=0.0358 gap_ev=10.552 homo_ev=-9.5784 multiplicity=1
C -1.7559 -0.6225 -0.4732 -0.20
C -0.5339 0.1633 -0.2077 -0.30
H -1.2826 1.7753 1.0581 0.07
H -1.4682 -1.7205 -0.6509 0.14
H 0.6946 -1.4969 -0.5928 0.14
H 3.8056 -0.2062 0.3049 0.06
F -2.5929 -0.5919 0.6212 -0.04
H 0.2470 2.2065 0.2275 0.09
H 2.4803 0.3032 -1.3075 0.12
C -0.7277 1.6176 0.1495 -0.04
C 0.6387 -0.3611 -0.3685 -0.11
H -1.2529 2.1475 -0.6463 0.08
H 1.8839 1.2529 -0.0015 0.08
H -2.3007 -0.2372 -1.3668 0.13
C 1.9644 0.2398 -0.3429 -0.26
H 2.7898 -0.5117 1.4794 0.06
N 2.8894 -0.6298 0.4802 -0.01

Short version: model ii, model i, most stable first.

Model i:
9
Properties=species:S:1:pos:R:3:lowdin_charge:R:1 method="wB97M-V/def2-TZVPD" e_lumo_ha=0.0050 gap_ev=9.831 homo_ev=-9.6965 multiplicity=1
C -2.4439 -0.1491 -0.3093 -0.45
H 1.5208 1.0641 -0.9582 -0.05
S 1.6728 0.1581 0.8325 0.76
H 2.6313 -0.9926 1.0735 0.00
N -1.4765 0.5357 -0.4778 0.16
H -0.5112 0.6222 -0.9299 0.05
N 1.2872 0.0936 -0.7281 -0.53
H 0.6702 -0.5810 1.3980 -0.07
O -3.3507 -0.7511 0.0994 0.12

Model ii:
9
Properties=species:S:1:pos:R:3:lowdin_charge:R:1 method="wB97M-V/def2-TZVPD" e_lumo_ha=0.0289 gap_ev=9.571 smiles="ON/C=N/S" homo_ev=-8.7851 multiplicity=1
C 0.0847 -0.0940 -0.5316 -0.33
S 2.6388 -0.1808 -0.0513 0.68
H -0.0453 -1.0971 -0.9812 0.13
N -1.1462 0.5891 -0.3283 -0.04
H -2.6610 -0.6480 -0.2331 0.11
H -1.0954 1.2065 0.4518 0.09
N 1.0609 0.4432 0.1227 -0.39
O -1.8899 -0.4991 0.3893 -0.12
H 3.0534 0.2803 1.1617 -0.14

Model iii:
9
Properties=species:S:1:pos:R:3:lowdin_charge:R:1 method="wB97M-V/def2-TZVPD" e_lumo_ha=-0.0068 gap_ev=9.175 smiles="[H]/N=C/SON" homo_ev=-9.3600 multiplicity=1
H 0.8796 0.7744 -0.2604 0.05
C 1.6761 0.1094 -0.1061 -0.58
H -1.7626 -1.7388 1.0788 0.06
S 1.0912 -1.5540 0.1651 0.94
H -2.5132 -0.9659 -0.1300 0.08
N -1.6579 -0.9618 0.4318 -0.06
O -0.6531 -1.3006 -0.5204 -0.55
H 3.1055 1.3458 0.0615 0.05
N 2.9053 0.3484 0.0543 0.01

Model iv:
9
Properties=species:S:1:pos:R:3:lowdin_charge:R:1 method="wB97M-V/def2-TZVPD" e_lumo_ha="-0.0734 / -0.0726" gap_ev="7.376 / 7.402" homo_ev="-9.3733 / -9.3779" multiplicity=1
S -1.8406 -1.0765 1.3676 0.67
H 0.1898 1.0280 0.7103 -0.01
N 1.1581 1.2825 0.8179 0.01
H 1.2201 2.1502 -1.1353 0.08
C 1.6349 1.9288 -0.1071 -0.19
H 2.6973 2.2810 0.1388 0.08
O -1.4594 -2.1259 0.2664 -0.76
N -2.0554 -2.3422 -0.8677 0.07
H -1.5448 -3.1259 -1.1908 0.04

Short version: model i, model ii, model iii, model iv, most stable first.

Model i:
10
Properties=species:S:1:pos:R:3:lowdin_charge:R:1 method="wB97M-V/def2-TZVPD" e_lumo_ha=-0.0198 gap_ev=9.527 homo_ev=-10.0667 multiplicity=1
Cl -5.0371 1.6857 -1.1502 0.55
H -0.1418 0.2079 0.8153 -0.23
Cl -3.6061 4.2512 -0.9646 0.58
S 0.2182 -0.7602 -0.0622 0.44
O -2.1383 3.4857 -3.6648 -0.35
C -3.5449 2.5683 -1.5271 -1.74
P -2.9203 2.3755 -3.2871 0.10
S -3.5351 0.8274 -4.2450 0.30
H 1.0268 0.2969 -0.3770 -0.20
Cl -2.1593 1.6606 -0.8819 0.54

Model ii:
10
Properties=species:S:1:pos:R:3:lowdin_charge:R:1 method="wB97M-V/def2-TZVPD" e_lumo_ha="-0.0981 / -0.0929" gap_ev="7.296 / 6.719" homo_ev="-9.9653 / -9.2467" multiplicity=1
Cl 2.1944 0.0221 -1.5956 0.61
P -0.2138 0.9900 0.0752 0.30
H -2.0975 -2.1857 0.9474 -0.36
S -2.2928 -1.5182 2.0389 0.34
C 1.4186 -0.0606 -0.0826 -1.85
Cl 2.4895 0.3530 1.2549 0.54
Cl 0.7340 -1.6995 0.0599 0.51
S 0.1340 2.9297 0.2481 0.24
H -1.6221 0.7005 -1.5523 0.02
O -0.7443 0.4686 -1.3940 -0.36

Short version: model i, model ii, most stable first.

Model i:
7
Properties=species:S:1:pos:R:3:lowdin_charge:R:1 method="wB97M-V/def2-TZVPD" e_lumo_ha=0.1248 gap_ev=6.713 charge=-1 homo_ev=-3.3176 multiplicity=1
H -2.5190 -0.0206 -0.8441 -0.20
C -0.9535 -0.3258 0.7484 -1.05
C 1.9387 0.1457 0.0373 -0.80
O 2.1149 0.9639 0.8520 0.03
S -2.6358 -0.6212 0.3920 0.45
O 2.3075 -0.6946 -0.6748 0.05
S -0.2529 0.5525 -0.5108 0.52

Model ii:
7
Properties=species:S:1:pos:R:3:lowdin_charge:R:1 method="wB97M-V/def2-TZVPD" e_lumo_ha="0.0832 / 0.0832" gap_ev="6.555 / 6.557" charge=-1 homo_ev="-4.2917 / -4.2922" multiplicity=1
O 2.7689 1.3498 -0.3668 -0.11
H -0.7366 -0.0726 0.1672 -0.15
S 0.2659 0.8169 0.0401 0.81
C 2.9172 0.1993 0.0702 -0.87
S 0.6007 -2.5547 -0.0975 -0.15
C 1.4783 -0.3091 0.3304 -0.54
O 3.8740 -0.5072 0.2963 0.00

Short version: model i, model ii, most stable first.

Model i:
9
Properties=species:S:1:pos:R:3:lowdin_charge:R:1 method="wB97M-V/def2-TZVPD" e_lumo_ha=0.1334 gap_ev=6.403 charge=-1 homo_ev=-2.7724 multiplicity=1
H 2.5870 0.1939 0.0411 -0.29
C -0.4047 1.9759 -0.0911 -0.53
H 0.5707 2.2559 0.3074 -0.01
S 2.2379 -0.7542 -0.8456 0.21
S -1.0347 -1.0404 -0.0613 -0.17
S -1.0309 0.6910 1.0657 0.13
H 0.8216 -0.8551 -0.3403 -0.35
H -0.9968 2.8952 -0.0732 0.00
H -0.2954 1.5615 -1.0874 0.00

Model ii:
9
Properties=species:S:1:pos:R:3:lowdin_charge:R:1 method="wB97M-V/def2-TZVPD" e_lumo_ha=0.1182 gap_ev=5.485 charge=-1 homo_ev=-2.2673 multiplicity=1
H 1.0336 2.8707 -2.2960 0.04
H -0.0040 3.1729 -0.8139 0.01
S -1.4861 -3.9839 2.5451 0.40
S 1.3958 1.0905 -0.3932 0.06
C 0.5892 2.3817 -1.3386 -0.64
H -0.2654 1.7723 -1.6264 -0.07
S 0.3392 -0.6648 -0.9302 -0.39
H -0.9021 -3.1650 3.3857 -0.27
H -0.7003 -3.4743 1.4674 -0.15

Short version: model i, model ii, most stable first.

Model i:
23
Properties=species:S:1:pos:R:3:lowdin_charge:R:1 method="wB97M-V/def2-TZVPD" e_lumo_ha="0.1547 / 0.1502" gap_ev="3.293 / 7.326" s_squared=0.7616 charge=-1 homo_ev="0.9166 / -3.2389" multiplicity=2
C -0.1700 0.3517 -2.4945 -0.14
C 1.9064 0.7367 0.6398 -0.19
H 1.4881 -2.6520 0.6877 0.07
H 0.2735 -2.1996 -1.3289 0.06
C 1.2226 1.0406 -0.5093 -0.16
C 0.6826 -1.3454 -0.7983 -0.15
C 1.4386 -1.6246 0.3263 -0.20
H 2.5686 -0.8536 2.0208 0.04
H -1.2273 0.0610 -2.3520 0.05
C 1.9963 -0.6159 1.1314 -0.19
H 0.1606 -0.2093 -3.3867 0.05
H -1.2357 1.0643 0.0684 0.03
H 1.3067 2.0331 -0.9319 0.08
H -1.3972 1.7425 1.7241 0.06
C -1.8384 -0.3958 1.5455 -0.18
H -2.8149 1.2949 0.7108 0.05
H -2.0257 -1.1011 0.7236 0.05
C 0.6368 -0.0027 -1.2891 -0.37
H 2.4810 1.5139 1.1447 0.06
H -2.6528 -0.5568 2.2540 0.05
C -1.7875 1.0289 1.0015 -0.17
H -0.1600 1.4055 -2.7836 0.05
H -0.8523 -0.7162 1.8957 0.05

Model ii:
23
Properties=species:S:1:pos:R:3:lowdin_charge:R:1 method="wB97M-V/def2-TZVPD" e_lumo_ha="0.1346 / 0.1297" gap_ev="2.560 / 7.504" s_squared=0.7558 charge=-1 homo_ev="1.1039 / -3.9753" multiplicity=2
C 1.5665 3.4163 0.1611 -0.21
C -0.8159 -1.6094 -1.2006 -0.35
H 2.5481 3.8130 -0.0674 0.04
H -0.5211 -1.8587 2.6093 0.06
H -1.5023 -3.5746 1.5201 0.09
H -1.9831 -3.3267 -1.0806 0.08
H 1.5546 2.4361 -0.4944 0.09
C -1.3043 -2.6824 -0.4772 -0.19
C -1.0823 -2.7556 0.8510 -0.23
C -1.5010 -1.6528 -2.5552 -0.15
H 0.7768 4.1414 -0.0536 0.05
C 0.3733 -0.9098 0.7333 -0.17
H 0.7059 0.0306 -1.1668 0.08
H 1.7253 4.0468 2.2846 0.04
H -2.4688 -1.2670 -2.3916 0.04
H -1.8346 -2.6810 -2.9728 0.06
H 0.4849 3.0453 2.1010 0.04
H 1.9792 2.2378 2.0611 0.09
H 1.1759 -0.3080 1.0695 0.02
C -0.4085 -1.8053 1.5384 -0.20
C 1.4528 3.2065 1.6494 -0.23
C 0.0955 -0.7363 -0.6446 -0.13
H -1.0167 -1.2061 -3.4737 0.06

Short version: model i, model ii, most stable first.